1.
Molecular formula: C14H48O17
Method: DFT, wB97M-V/def2-TZVPD

Molar mass (g mol⁻¹): 488.52
Gap between HOMO and LUMO (eV): 9.770
SMILES string: OCCO.OCCO.OCCO.OCCO.OCCO.OCCO.OCCO.O.O.O
Charge: 0

Cartesian coordinates (Å):
O (-3.77594, -0.55786, -3.02141)
C (-3.12594, -1.55186, -2.28741)
C (-4.04194, -2.19086, -1.27041)
O (-3.29294, -3.23186, -0.71441)
H (-4.40994, -0.14586, -2.49441)
H (-2.75894, -2.35586, -2.95341)
H (-2.31494, -0.99386, -1.77741)
H (-4.91494, -2.58886, -1.66641)
H (-4.24494, -1.49486, -0.51141)
H (-2.58494, -2.88586, -0.21041)
O (3.63006, 0.11414, 2.71659)
C (4.69706, 0.91314, 3.09959)
C (4.18406, 2.37014, 3.15559)
O (5.07206, 3.27814, 3.72059)
H (3.96706, -0.78086, 2.73059)
H (4.99506, 0.53514, 4.14159)
H (5.65706, 0.84214, 2.62159)
H (3.19006, 2.39514, 3.67059)
H (3.86806, 2.65014, 2.14059)
H (4.62406, 4.09314, 3.90959)
O (-1.03594, -6.13886, -2.30241)
C (-0.59894, -4.91186, -1.80641)
C (0.57406, -4.25386, -2.50841)
O (0.71806, -2.93786, -1.98041)
H (-2.03594, -6.03486, -2.36541)
H (-1.44894, -4.21686, -1.94541)
H (-0.54594, -4.97486, -0.74641)
H (0.43806, -4.08086, -3.57441)
H (1.49106, -4.83386, -2.28341)
H (1.18606, -2.44086, -2.67541)
O (-1.40094, -2.23186, 0.73159)
C (-1.04394, -1.00786, 1.27259)
C (0.41606, -0.90486, 1.11259)
O (0.77906, 0.33514, 1.52759)
H (-0.71194, -2.84086, 1.09759)
H (-1.55594, -0.19186, 0.80759)
H (-1.32594, -0.79986, 2.34759)
H (0.68206, -1.02786, 0.04259)
H (0.91406, -1.65986, 1.70159)
H (1.70206, 0.41414, 1.25259)
O (-5.25594, 1.03714, -1.24541)
C (-4.42094, 1.62114, -0.31941)
C (-3.41194, 2.53514, -0.98341)
O (-2.34594, 2.94014, -0.15541)
H (-6.12994, 1.41714, -1.28841)
H (-5.00094, 2.21414, 0.38459)
H (-3.98594, 0.76814, 0.17459)
H (-3.99294, 3.42614, -1.35141)
H (-3.07494, 2.09214, -1.92441)
H (-1.67794, 3.34814, -0.66941)
O (-0.42294, 3.05714, 2.60759)
C (0.77906, 3.41914, 2.07759)
C (1.30006, 4.65314, 2.72959)
O (2.46506, 5.20314, 2.06959)
H (-0.63194, 2.34314, 2.00859)
H (1.43506, 2.60114, 2.20759)
H (0.64806, 3.55014, 0.99059)
H (1.53706, 4.52814, 3.79159)
H (0.59706, 5.45214, 2.58559)
H (2.79006, 5.93514, 2.59059)
O (-1.08194, 0.32914, -4.00541)
C (-0.60894, 1.36414, -3.21541)
C (0.04906, 0.82314, -1.96441)
O (0.73306, 1.97314, -1.44041)
H (-1.88194, -0.03986, -3.64141)
H (0.11806, 2.00514, -3.80541)
H (-1.38594, 2.06714, -3.00441)
H (0.73806, -0.02386, -2.15141)
H (-0.75694, 0.51414, -1.25741)
H (1.37706, 1.47214, -0.90041)
O (1.72606, -3.82886, 0.31459)
H (1.94806, -4.73986, 0.13259)
H (1.53806, -3.42486, -0.52741)
O (3.81606, -2.66686, 1.46859)
H (3.04106, -3.16286, 1.19359)
H (4.61806, -3.13486, 1.25559)
O (2.92206, 1.37014, -0.08641)
H (2.88406, 2.32214, 0.05059)
H (3.39206, 0.96714, 0.59759)

***

2.
Molecular formula: C14H49B3NO13PS
Method: DFT, wB97M-V/def2-TZVPD

Molar mass (g mol⁻¹): 535.02
Gap between HOMO and LUMO (eV): 8.963
SMILES string: CNCB1OB(CC(C)C)OB(P(O)(O)=S)O1.CO.CO.CO.CO.CO.CO.CO.CO
Charge: 0

Cartesian coordinates (Å):
C (3.45162, -1.47705, 0.34373)
N (2.67312, -0.53495, 1.13593)
C (2.21859, 0.60930, 0.35684)
B (1.06065, 1.39412, 1.04752)
O (0.14538, 0.75726, 1.85682)
B (-1.17220, 1.17943, 1.87305)
C (-2.37107, 0.25464, 2.20306)
C (-3.32108, 0.12621, 0.97385)
C (-3.43972, -1.33071, 0.49572)
C (-4.70589, 0.72627, 1.23993)
O (-1.40440, 2.51039, 1.50080)
B (-0.38613, 3.27968, 1.01872)
P (-0.67089, 5.16053, 0.69035)
O (0.05126, 5.50288, -0.71506)
O (-2.19562, 5.40379, 0.26307)
S (-0.13580, 6.16228, 2.22520)
O (0.86151, 2.75129, 0.80664)
H (4.34643, -0.98340, -0.03420)
H (3.74883, -2.32930, 0.95431)
H (2.91668, -1.84659, -0.54314)
H (1.86568, -0.99051, 1.54266)
H (1.83356, 0.30899, -0.64102)
H (3.04856, 1.28893, 0.13550)
H (-2.03738, -0.72367, 2.54982)
H (-2.93466, 0.71398, 3.02326)
H (-2.90180, 0.69612, 0.13495)
H (-4.40326, -1.46402, -0.00040)
H (-3.39228, -2.02598, 1.33405)
H (-2.65657, -1.57009, -0.22741)
H (-5.39380, -0.01525, 1.65397)
H (-4.67001, 1.57693, 1.92315)
H (-5.14861, 1.07095, 0.30131)
H (1.00149, 5.35143, -0.68133)
H (-2.51997, 4.80666, -0.41791)
C (-7.75335, -2.63302, 2.38983)
O (-7.17058, -2.46227, 1.10911)
H (-7.25451, -3.48225, 2.85265)
H (-7.60555, -1.75712, 3.02868)
H (-8.82390, -2.85024, 2.33104)
H (-7.59333, -1.71466, 0.67623)
C (-3.17365, -1.36155, 5.64416)
O (-4.23762, -0.70462, 4.97206)
H (-2.32985, -1.37743, 4.95729)
H (-2.87372, -0.82744, 6.54969)
H (-3.43256, -2.39158, 5.90515)
H (-4.99235, -0.66423, 5.56517)
C (5.94026, -1.17357, -3.34707)
O (4.75073, -1.40395, -2.60295)
H (6.77347, -1.27492, -2.65544)
H (6.05911, -1.90016, -4.15293)
H (5.96957, -0.16799, -3.77492)
H (4.00562, -1.34494, -3.20774)
C (-4.96361, 4.02393, 4.23290)
O (-3.78663, 3.24218, 4.34684)
H (-5.68572, 3.61195, 4.93557)
H (-4.78835, 5.07234, 4.48942)
H (-5.39439, 3.97742, 3.22792)
H (-3.13328, 3.59386, 3.73308)
C (5.35748, -2.57792, -7.08488)
O (4.32854, -2.95428, -6.17866)
H (5.53592, -1.51634, -6.92987)
H (6.28778, -3.11488, -6.88217)
H (5.06673, -2.74029, -8.12598)
H (4.15406, -3.89349, -6.28073)
C (8.98678, -2.68926, -5.19362)
O (8.51058, -1.35042, -5.15598)
H (8.11130, -3.33439, -5.23711)
H (9.60412, -2.87517, -6.07675)
H (9.55858, -2.94499, -4.29777)
H (9.27936, -0.77415, -5.12217)
C (-5.50728, -2.04891, -2.65547)
O (-5.94661, -0.79846, -2.13330)
H (-6.16515, -2.81294, -2.24841)
H (-5.57047, -2.06554, -3.74657)
H (-4.48200, -2.27321, -2.35027)
H (-5.36328, -0.11656, -2.47726)
C (6.28995, 2.01199, 1.54950)
O (5.83157, 0.92718, 0.76195)
H (7.27032, 2.28989, 1.16661)
H (5.63262, 2.88390, 1.47600)
H (6.39528, 1.74067, 2.60380)
H (4.96577, 0.65733, 1.08969)

***

3.
Molecular formula: C14H49F3N20O13
Method: DFT, wB97M-V/def2-TZVPD

Molar mass (g mol⁻¹): 762.67
Gap between HOMO and LUMO (eV): 7.056
Charge: 0

Cartesian coordinates (Å):
O (24.09060, -0.27798, -19.34864)
H (24.61585, -1.03871, -18.92000)
H (23.15781, -0.30635, -19.06529)
H (24.10940, -0.24990, -20.32297)
C (26.49602, -2.88428, -18.15671)
O (27.73733, -2.81665, -17.44814)
O (25.72583, -1.84007, -17.71536)
C (26.81058, -3.03643, -19.70865)
F (27.97660, -3.70232, -19.83777)
F (25.85204, -3.79200, -20.30394)
F (26.91868, -1.94725, -20.48291)
C (28.01052, -3.89628, -16.52501)
C (28.69864, -5.04796, -17.13557)
H (29.01475, -5.70688, -16.32708)
H (28.07516, -5.60718, -17.84266)
H (29.52972, -4.67134, -17.73052)
H (27.22992, -4.05794, -15.77657)
H (28.78781, -3.44460, -15.89822)
H (26.03030, -3.82306, -17.83131)
C (26.57735, -1.46039, -13.79525)
O (27.70308, -1.94504, -13.91861)
N (25.95210, -1.15898, -12.63058)
N (25.90764, -1.12821, -14.92073)
H (26.31772, -1.39791, -11.72682)
H (24.98919, -0.87603, -12.64964)
H (24.99365, -0.70964, -14.94353)
H (26.25216, -1.32923, -15.85099)
C (30.54727, -0.33187, -21.35944)
O (30.61869, 0.76035, -21.91645)
N (29.40308, -1.05154, -21.32166)
N (31.62545, -0.90246, -20.75204)
H (28.51069, -0.69002, -21.57489)
H (29.44295, -1.92264, -20.81948)
H (31.59574, -1.74842, -20.21099)
H (32.47880, -0.39982, -20.91908)
C (27.11429, 1.76411, -18.74817)
O (27.20090, 2.86713, -19.26872)
N (27.86088, 0.70570, -19.18542)
N (26.04805, 1.34322, -18.00311)
H (27.78365, -0.20499, -18.77755)
H (28.13375, 0.95964, -20.12290)
H (25.29730, 2.00945, -17.95552)
H (26.03389, 0.41503, -17.61292)
C (28.03162, -2.93267, -24.14359)
O (28.48016, -2.69732, -25.26142)
N (28.21605, -4.19696, -23.64841)
N (27.28092, -2.17662, -23.33846)
H (28.42494, -4.99750, -24.21650)
H (28.04977, -4.48647, -22.69740)
H (26.76702, -2.56049, -22.57196)
H (27.31454, -1.17170, -23.31886)
C (23.80857, -5.29137, -15.19943)
O (23.52781, -6.28924, -14.56207)
N (23.80059, -4.01460, -14.76703)
N (24.07460, -5.37944, -16.54524)
H (23.40390, -3.85180, -13.85868)
H (24.28750, -3.31544, -15.30025)
H (24.27489, -4.57367, -17.10913)
H (23.87150, -6.24777, -17.01082)
C (31.94467, -4.79602, -20.49551)
O (31.26923, -4.46533, -19.52308)
N (31.45134, -5.01406, -21.75309)
N (33.24226, -5.20999, -20.44523)
H (30.45647, -4.88732, -21.84911)
H (32.08777, -4.87344, -22.51336)
H (33.76316, -5.66265, -21.16853)
H (33.75412, -5.06426, -19.57730)
C (30.18192, -0.18838, -16.67451)
O (31.23660, 0.41252, -16.55662)
N (29.14789, -0.08792, -15.80196)
N (29.97451, -1.12331, -17.65714)
H (29.40845, 0.35653, -14.93613)
H (28.28204, -0.58705, -15.79132)
H (29.20547, -1.78790, -17.68188)
H (30.86833, -1.34442, -18.06904)
C (25.20707, -8.65671, -16.27105)
O (24.04217, -8.95048, -16.01714)
N (25.92796, -9.31527, -17.19807)
N (25.92553, -7.77068, -15.50326)
H (25.58406, -10.18669, -17.56099)
H (26.93205, -9.26005, -17.15494)
H (26.55201, -7.18048, -16.03026)
H (25.37022, -7.32711, -14.77987)
C (33.55088, -4.30408, -16.78936)
O (34.16991, -4.22545, -17.84979)
N (34.07422, -4.34244, -15.55669)
N (32.17338, -4.37012, -16.75000)
H (35.02908, -4.55328, -15.32306)
H (33.48479, -4.53992, -14.76164)
H (31.78544, -4.02197, -15.88962)
H (31.69956, -4.18060, -17.62794)
C (30.60428, -4.42101, -13.52545)
O (31.81333, -4.67798, -13.51203)
N (29.65684, -5.32729, -13.87339)
N (30.11954, -3.17032, -13.37069)
H (28.74049, -5.01724, -13.58202)
H (29.85519, -6.30577, -13.73796)
H (30.85340, -2.47865, -13.41134)
H (29.18491, -2.78689, -13.49022)

***

4.
Molecular formula: C14H50O11
Method: DFT, wB97M-V/def2-TZVPD

Molar mass (g mol⁻¹): 394.54
Gap between HOMO and LUMO (eV): 8.980
Charge: 0

Cartesian coordinates (Å):
O (-2.32153, 0.77651, 1.37237)
H (-2.91672, 0.67556, 2.11521)
H (-1.45226, 0.83936, 1.76816)
O (-0.72397, 0.68095, 2.74841)
H (-0.19087, 0.20833, 2.10915)
H (-0.24911, 0.58587, 3.57407)
O (1.31928, 2.06862, -0.23118)
H (1.31210, 2.83147, -0.80932)
H (0.67591, 2.27523, 0.44677)
O (-3.41623, -0.89364, -0.11981)
H (-2.78537, -0.31969, 0.31475)
H (-3.21900, -1.76698, 0.21870)
C (-0.40015, -1.34266, -3.17437)
C (-1.42007, -0.23726, -3.28241)
O (-2.35367, -0.62077, -4.25035)
H (0.39005, -1.36711, -3.92474)
H (-0.86466, -2.31255, -2.99643)
H (0.13200, -1.05827, -2.26660)
H (-0.91194, 0.68017, -3.57946)
H (-1.98861, 0.01596, -2.38756)
H (-2.76886, -1.38647, -3.84672)
C (-2.31368, 1.57206, -1.08377)
C (-1.85987, 2.55095, -2.16109)
O (-2.88081, 2.94524, -3.13713)
H (-2.65068, 0.70856, -1.65728)
H (-3.10763, 1.98745, -0.46313)
H (-1.44053, 1.35667, -0.46789)
H (-0.98933, 2.14481, -2.67618)
H (-1.46186, 3.44439, -1.68001)
H (-2.98898, 2.20477, -3.73846)
C (-0.63411, -0.40715, -0.57443)
C (0.49831, -0.07084, 0.41874)
O (0.37139, -0.83546, 1.58330)
H (-1.54455, -0.05334, -0.09067)
H (-0.79722, -1.47524, -0.71817)
H (-0.43862, 0.14977, -1.49079)
H (0.52105, 0.98500, 0.68852)
H (1.40740, -0.37562, -0.09968)
H (0.46887, -1.77486, 1.41121)
C (3.32810, 0.98577, 1.86112)
C (1.96949, 0.50378, 2.29473)
O (2.00385, -0.93233, 2.49884)
H (3.39101, 2.07049, 1.94800)
H (3.47677, 0.63802, 0.83885)
H (4.14222, 0.59252, 2.46995)
H (1.19823, 0.71259, 1.55334)
H (1.81786, 1.01092, 3.24758)
H (1.13526, -1.32091, 2.37176)
C (0.51439, 2.92988, 2.91958)
C (-0.52288, 2.83265, 1.81574)
O (-0.03315, 3.53032, 0.62919)
H (0.74109, 3.92890, 3.29193)
H (1.46871, 2.60425, 2.50564)
H (0.12487, 2.38696, 3.78075)
H (-1.45091, 3.31132, 2.12836)
H (-0.84850, 1.82570, 1.55477)
H (-0.81077, 3.72647, 0.10151)
C (-0.25687, -3.76074, 2.35749)
C (0.28488, -3.91039, 0.88038)
O (1.08159, -2.79684, 0.55880)
H (0.50379, -4.00813, 3.09796)
H (-1.20391, -4.26126, 2.55922)
H (-0.41151, -2.72060, 2.64438)
H (-0.57513, -3.92689, 0.21090)
H (0.70283, -4.90573, 0.72968)
H (1.87992, -3.20451, 0.90243)
C (2.11450, -2.45715, -2.24952)
C (2.53831, -1.02237, -1.91480)
O (2.34776, -0.20286, -3.01221)
H (1.03245, -2.36717, -2.34528)
H (2.36055, -3.19347, -1.48441)
H (2.45515, -2.88300, -3.19330)
H (3.57238, -1.05867, -1.57205)
H (1.98515, -0.68722, -1.03743)
H (1.93701, 0.63987, -2.80563)

***

5.
Molecular formula: C14H51NO13PS
Method: DFT, wB97M-V/def2-TZVPD

Molar mass (g mol⁻¹): 504.60
Gap between HOMO and LUMO (eV): 8.077
Charge: +1

Cartesian coordinates (Å):
O (-1.63553, 6.33253, -0.27673)
P (-0.08424, 5.72351, -0.86754)
O (1.29636, 6.52555, -0.17449)
S (-0.06875, 6.18721, -2.79642)
C (0.01070, 3.78239, -0.74975)
C (-0.27209, 3.19682, 0.74038)
O (0.88418, 2.93232, 1.58911)
C (2.17237, 3.11698, 0.92039)
C (2.14751, 2.39689, -0.56553)
N (1.27290, 3.31490, -1.43136)
H (-1.47881, 7.33585, -0.24738)
H (1.38213, 6.36305, 0.81046)
H (-0.89228, 3.41156, -1.43886)
H (-0.93272, 4.01265, 1.30917)
H (-0.98407, 2.24288, 0.66505)
H (2.44450, 4.25399, 0.90475)
H (2.98301, 2.51034, 1.55086)
H (1.68592, 1.32153, -0.57400)
H (3.24139, 2.40650, -1.02249)
H (1.86875, 4.18425, -1.58148)
H (1.08397, 2.93442, -2.38444)
C (5.39924, 1.42490, -3.23301)
O (5.12019, 2.08804, -2.01367)
H (4.76351, 0.53974, -3.30966)
H (5.18895, 2.09543, -4.06986)
H (6.44841, 1.12002, -3.25121)
H (5.69872, 2.86847, -1.97386)
C (3.15089, 1.56232, 5.09188)
O (2.38553, 0.82805, 4.15407)
H (3.37724, 0.92024, 5.94629)
H (4.08430, 1.88816, 4.62634)
H (2.57873, 2.42905, 5.43164)
H (2.20022, 1.42319, 3.40787)
C (-3.35127, 0.83284, -0.59089)
O (-1.98114, 0.96824, -0.92076)
H (-3.68848, 1.74456, -0.09230)
H (-3.93348, 0.68248, -1.50334)
H (-3.48258, -0.01787, 0.08223)
H (-1.71054, 0.14486, -1.36141)
C (-4.53401, -1.82662, -2.55201)
O (-3.17974, -2.08128, -2.22719)
H (-5.04338, -1.43379, -1.66897)
H (-4.58410, -1.08933, -3.35701)
H (-5.01576, -2.75632, -2.86444)
H (-2.75388, -2.42856, -3.02931)
C (-4.50191, -5.73220, -0.71939)
O (-3.38154, -5.09312, -1.30313)
H (-4.26732, -6.78767, -0.56291)
H (-4.72885, -5.26518, 0.24214)
H (-5.36090, -5.64755, -1.38947)
H (-3.61933, -4.15892, -1.42992)
C (5.81475, -0.49338, 3.73571)
O (6.83184, 0.49082, 3.69954)
H (4.89497, -0.06903, 3.32648)
H (6.11677, -1.35303, 3.13244)
H (5.64235, -0.80267, 4.76947)
H (7.63494, 0.08557, 4.06852)
C (-3.74577, -9.77773, 0.49785)
O (-4.19208, -8.74228, 1.35404)
H (-4.61347, -10.26347, 0.04543)
H (-3.11609, -9.35510, -0.28894)
H (-3.18041, -10.51212, 1.07671)
H (-3.40086, -8.33005, 1.74055)
C (-8.10607, -7.50341, -2.13773)
O (-6.73593, -7.36802, -2.46761)
H (-8.44328, -6.59169, -1.63915)
H (-8.68827, -7.65377, -3.05019)
H (-8.23738, -8.35412, -1.46462)
H (-6.46533, -8.19139, -2.90826)
C (-0.00242, 10.45794, 0.25128)
O (-0.76779, 9.72366, -0.68653)
H (0.22393, 9.81585, 1.10569)
H (0.93099, 10.78377, -0.21426)
H (-0.57458, 11.32467, 0.59104)
H (-0.95310, 10.31880, -1.43273)
C (5.60603, -3.45198, 1.22395)
O (6.96030, -3.70664, 1.54876)
H (5.09665, -3.05915, 2.10698)
H (5.55594, -2.71469, 0.41894)
H (5.12428, -4.38168, 0.91151)
H (7.38616, -4.05392, 0.74664)

***

The evaluated HOMO energy for the records listed, in turn: -0.3508; -0.3268; -0.3392; -0.3211; -0.4105 Eh.